No. 1
{
  "formula": "C17H34O9",
  "method": "wB97M-V/def2-TZVPD",
  "symbols": ["C", "C", "O", "O", "C", "C", "C", "C", "C", "C", "O", "O", "C", "O", "H", "H", "H", "H", "H", "H", "H", "H", "H", "H", "C", "C", "O", "H", "H", "H", "H", "H", "H", "C", "C", "O", "H", "H", "H", "H", "H", "H", "C", "C", "O", "H", "H", "H", "H", "H", "H", "C", "C", "O", "H", "H", "H", "H", "H", "H"],
  "coordinates": [[-4.637762, -2.453431, -1.192188], [-3.048341, -2.124396, -0.921486], [-2.434645, -1.273028, -1.774590], [-2.207998, -2.705862, 0.139230], [-2.584541, -2.142829, 1.444993], [-1.874386, -0.713233, 1.818908], [-2.214828, -0.171407, 3.351312], [-3.804519, -0.243095, 3.746055], [-4.739081, -1.380976, 3.962554], [-6.280344, -0.939490, 4.319180], [-7.339559, -1.650424, 4.742097], [-6.217460, 0.513923, 3.984835], [-4.817983, 1.034340, 4.038949], [-4.412199, 2.291528, 4.310909], [-5.276716, -1.994720, -0.297645], [-5.015937, -1.876259, -2.160413], [-4.892625, -3.591245, -1.292531], [-2.423007, -2.896939, 2.351121], [-3.756599, -1.938771, 1.411379], [-2.292936, 0.118003, 1.090064], [-0.698850, -0.863589, 1.690346], [-1.929373, 0.987332, 3.336198], [-1.492695, -0.647167, 4.166922], [-4.317650, -2.486998, 3.821716], [1.721527, 0.007370, -1.724652], [0.945049, -0.774101, -0.685082], [0.175013, 0.112663, 0.113129], [2.382993, 0.735443, -1.243822], [2.324077, -0.661457, -2.345589], [1.042476, 0.572618, -2.371323], [1.628115, -1.319763, -0.027297], [0.271733, -1.495316, -1.158306], [-0.434028, 0.586285, -0.479123], [4.663965, 3.414538, -2.594249], [4.358068, 3.274603, -1.117370], [3.976238, 1.938374, -0.825574], [3.789891, 3.143792, -3.195509], [4.955663, 4.440273, -2.836610], [5.473955, 2.738843, -2.887769], [3.533565, 3.935135, -0.832943], [5.231219, 3.531089, -0.509697], [4.718221, 1.360620, -1.073923], [-0.702432, 3.974609, -1.572609], [0.728138, 3.827767, -1.096970], [1.593641, 4.598622, -1.917417], [-0.797256, 3.648039, -2.613370], [-1.382060, 3.382706, -0.953160], [-1.016450, 5.022941, -1.538028], [1.045120, 2.782172, -1.154067], [0.833856, 4.164446, -0.061154], [1.309013, 5.526460, -1.853247], [4.882483, -4.181101, -0.641334], [3.404957, -3.856928, -0.562906], [3.048055, -2.964295, -1.608024], [5.481385, -3.267823, -0.563455], [5.174817, -4.864880, 0.160506], [5.127494, -4.641338, -1.604119], [3.168434, -3.377170, 0.391503], [2.798907, -4.763583, -0.653046], [3.254194, -3.402918, -2.451310]],
  "forces_ev_per_angstrom": [[-0.4, 0.6, 0.6], [3.4, 4.1, -4.3], [-3.8, -5.5, 5.5], [-2.5, 1.8, -0.9], [-1.9, 1.1, 1.7], [-0.1, -0.5, 0.0], [0.0, 1.0, -0.1], [-4.2, -2.1, 1.1], [2.8, 1.7, -0.7], [-1.8, -2.4, 0.7], [7.5, 5.5, -3.2], [1.3, -0.7, 1.7], [3.0, 3.9, 0.9], [-3.6, -8.7, -2.0], [1.4, -1.2, -1.8], [1.3, -1.3, 2.1], [0.8, 2.2, 0.4], [0.0, 1.2, -2.4], [2.4, -0.5, 0.2], [1.1, -1.8, 1.3], [-2.9, 0.7, 0.4], [-0.8, -2.6, 0.1], [-2.0, 0.7, -1.7], [-1.5, 2.5, 0.6], [0.3, 0.0, 0.0], [0.0, 0.0, -0.6], [0.0, 0.6, -0.1], [-0.2, -0.3, -0.1], [-0.1, 0.1, 0.0], [-0.1, -0.1, -0.1], [-0.2, 0.2, 0.0], [0.1, -0.1, 0.0], [0.3, -0.3, 0.2], [-0.1, 0.1, -0.2], [0.2, 0.0, -0.1], [0.4, -0.3, 0.2], [0.1, 0.1, 0.2], [0.0, -0.1, 0.0], [0.1, 0.1, 0.1], [0.1, -0.3, 0.0], [0.1, 0.2, 0.0], [-0.4, 0.3, 0.1], [-0.2, -0.1, -0.1], [-0.3, 0.1, 0.0], [0.1, 0.5, -0.2], [0.0, 0.0, 0.2], [0.0, 0.1, 0.0], [0.0, -0.1, 0.1], [0.2, 0.2, 0.0], [-0.1, -0.2, 0.1], [0.2, -0.5, -0.1], [0.2, 0.0, 0.1], [0.2, -0.1, -0.3], [-0.1, 0.0, -0.4], [-0.1, -0.1, 0.1], [0.0, 0.0, -0.1], [0.0, -0.1, 0.1], [-0.1, 0.1, -0.2], [0.0, -0.1, 0.2], [-0.1, 0.3, 0.4]],
  "energy_ev": -36598.6492,
  "smiles": "CC(=O)OCCCC1=CC(=O)OC1=O.CCO.CCO.CCO.CCO",
  "spin_multiplicity": 1
}



No. 2
{
  "formula": "C3H9N3O",
  "method": "wB97M-V/def2-TZVPD",
  "symbols": ["C", "C", "C", "O", "H", "H", "H", "H", "H", "H", "N", "N", "N", "H", "H", "H"],
  "coordinates": [[1.336298, -0.733860, 1.056903], [-1.180937, -0.288838, 0.968065], [0.075361, -0.693262, 0.236140], [0.010036, -1.352215, -0.819466], [1.479439, 0.203623, 1.592711], [2.194065, -0.937717, 0.419358], [-1.025786, 0.611213, 1.559232], [-1.451328, -1.106210, 1.642473], [-2.010920, -0.146735, 0.278894], [1.248105, -1.538226, 1.793580], [0.422063, 1.345760, -0.797047], [-0.839983, 1.388729, -1.976188], [-1.206678, 0.343015, -2.358777], [1.288941, 1.184681, -1.308030], [0.423126, 2.282020, -0.406423], [-0.761803, -0.561977, -1.881425]],
  "forces_ev_per_angstrom": [[0.1, 0.3, -0.2], [0.0, 0.2, -0.2], [-0.3, -1.4, -0.2], [0.3, 0.3, 0.9], [0.0, 0.0, 0.0], [0.0, 0.0, 0.0], [0.0, 0.0, 0.0], [0.1, 0.0, 0.0], [0.0, 0.0, 0.0], [-0.1, 0.0, -0.1], [-0.8, -0.4, -0.5], [1.1, 1.3, 0.9], [0.2, -1.8, 0.2], [-0.2, 0.2, -0.1], [0.0, 0.1, -0.4], [-0.4, 1.1, -0.5]],
  "energy_ev": -9771.8764,
  "de_lowest_kj_mol": 353.4,
  "smiles": "[H]/N=N\\N.CC(C)=O",
  "spin_multiplicity": 1
}



No. 3
{
  "formula": "C31H40BrCdF4N2O2PSb",
  "method": "wB97M-V/def2-TZVPD",
  "symbols": ["Cd", "N", "N", "C", "O", "O", "H", "H", "H", "F", "C", "C", "F", "C", "F", "C", "P", "C", "C", "C", "C", "C", "C", "C", "C", "C", "C", "C", "C", "C", "Br", "C", "F", "H", "H", "H", "H", "H", "H", "H", "H", "H", "H", "C", "C", "C", "C", "Sb", "C", "C", "C", "C", "C", "C", "C", "C", "H", "H", "H", "H", "H", "H", "H", "H", "H", "H", "H", "H", "H", "H", "H", "H", "H", "H", "H", "H", "H", "H", "H", "H", "H", "H", "H"],
  "coordinates": [[1.026041, 1.010632, -0.138848], [3.346242, 2.043626, 0.042022], [3.211212, 3.157298, -0.805655], [2.029033, 3.416311, -1.525776], [1.873375, 4.544949, -1.950768], [1.221821, 2.402345, -1.682083], [3.532417, 2.354382, 0.987523], [4.150561, 1.510576, -0.259222], [3.770400, 3.969373, -0.608448], [-2.984142, 1.575137, 5.995622], [-2.688240, 1.669690, 4.713553], [-3.673195, 1.526641, 3.761647], [-4.921067, 1.300845, 4.135828], [-3.357500, 1.628860, 2.420521], [-4.375658, 1.501363, 1.569770], [-2.063422, 1.850278, 1.975758], [-1.577322, 1.923857, 0.205530], [-2.720667, 0.814016, -0.667508], [-2.998213, 1.071341, -2.006586], [-3.735059, 0.159789, -2.752490], [-4.200818, -1.009211, -2.166741], [-3.928193, -1.267450, -0.827739], [-3.184394, -0.362089, -0.085112], [-2.037835, 3.601290, -0.294864], [-1.022320, 4.509782, -0.574613], [-1.336837, 5.812812, -0.942468], [-2.662800, 6.203368, -1.032269], [-3.682323, 5.291942, -0.762578], [-3.376391, 3.991339, -0.398396], [-1.092453, 2.016369, 2.969103], [0.703011, 2.472602, 2.565347], [-1.391650, 1.927438, 4.313221], [-0.464088, 2.092429, 5.248289], [-2.635614, 1.980357, -2.471304], [-3.950658, 0.367516, -3.793483], [-4.788220, -1.711468, -2.747807], [-4.305981, -2.168748, -0.358715], [-2.990338, -0.563168, 0.959827], [0.014597, 4.210688, -0.547901], [-0.537394, 6.506644, -1.175214], [-2.910376, 7.217416, -1.323803], [-4.719638, 5.594242, -0.845124], [-4.175746, 3.286069, -0.203774], [1.507423, -2.298587, 2.796008], [0.738263, -2.732341, 1.551761], [0.779334, -4.251773, 1.396662], [-0.695191, -2.229620, 1.634189], [1.606794, -1.690087, -0.154959], [3.764266, -2.024190, -0.166038], [4.320693, -1.402916, -1.448253], [4.084330, -3.514844, -0.093686], [4.322776, -1.284422, 1.050044], [0.665374, -2.361376, -2.029233], [-0.022066, -3.710097, -1.846913], [-0.354688, -1.281161, -2.375970], [1.732891, -2.446126, -3.117379], [0.932473, -2.594639, 3.681265], [1.655092, -1.216742, 2.849207], [2.479179, -2.787906, 2.865103], [0.467738, -4.708789, 2.344065], [1.779470, -4.624785, 1.171705], [0.100068, -4.605624, 0.624235], [-1.198721, -2.713553, 2.481863], [-1.269414, -2.456139, 0.733456], [-0.728171, -1.150284, 1.801723], [4.135092, -2.027942, -2.317531], [5.407697, -1.299042, -1.345000], [3.912860, -0.410171, -1.656068], [3.625065, -4.079255, -0.908598], [3.772198, -3.954812, 0.854098], [5.170609, -3.649126, -0.173225], [4.004005, -0.239191, 1.086495], [5.418350, -1.297429, 0.997825], [4.035870, -1.753322, 1.987647], [-0.842180, -3.663289, -1.127584], [0.672985, -4.493116, -1.539021], [-0.451589, -4.012319, -2.810500], [-1.097642, -1.139250, -1.589362], [-0.898945, -1.585020, -3.279128], [0.118105, -0.321334, -2.596357], [2.466603, -3.229380, -2.918024], [2.253837, -1.498682, -3.262817], [1.239045, -2.692798, -4.065974]],
  "forces_ev_per_angstrom": [[-0.1, -0.2, 0.2], [-0.2, 0.2, -0.1], [0.0, 0.1, -0.1], [-0.2, -0.3, -0.1], [0.1, -0.2, 0.0], [0.4, 0.7, -0.1], [0.0, 0.0, 0.2], [0.1, -0.2, 0.0], [0.0, 0.1, 0.0], [0.0, 0.0, 0.1], [-0.1, 0.0, 0.1], [-0.2, 0.0, 0.1], [-0.1, 0.0, 0.0], [-0.1, 0.0, -0.2], [0.0, 0.1, 0.0], [0.1, -0.1, 0.0], [0.0, -0.1, 0.0], [0.0, 0.0, 0.1], [0.0, 0.0, -0.1], [0.0, 0.0, 0.0], [0.0, 0.0, 0.0], [0.0, 0.0, 0.0], [-0.1, -0.1, -0.1], [0.1, 0.0, -0.1], [0.0, 0.1, 0.0], [0.0, 0.0, 0.0], [0.0, 0.0, 0.0], [0.0, 0.0, 0.0], [0.0, 0.1, 0.0], [0.1, 0.0, -0.1], [0.1, 0.0, 0.0], [0.1, 0.0, 0.0], [0.1, 0.0, 0.0], [0.0, 0.0, 0.0], [0.0, 0.0, 0.0], [0.1, 0.0, 0.0], [0.0, 0.0, 0.0], [0.0, -0.1, 0.0], [-0.1, 0.0, 0.0], [-0.1, -0.1, 0.0], [0.0, -0.1, 0.0], [0.1, 0.0, 0.0], [0.0, 0.0, 0.0], [-0.1, -0.1, 0.1], [0.2, 0.0, -0.2], [0.0, 0.0, 0.2], [-0.2, -0.1, 0.1], [-0.2, 0.2, -0.1], [-0.3, 0.0, 0.0], [0.2, 0.0, 0.1], [0.2, 0.1, 0.0], [0.2, 0.0, 0.0], [0.2, 0.0, 0.2], [0.0, 0.0, -0.2], [-0.1, -0.1, -0.2], [-0.2, -0.1, -0.1], [0.0, 0.0, 0.0], [0.0, 0.0, 0.0], [0.0, 0.0, 0.0], [0.0, 0.0, -0.1], [-0.1, 0.0, 0.0], [0.0, 0.0, 0.0], [0.0, 0.1, -0.1], [0.0, 0.0, 0.0], [0.0, 0.1, 0.0], [0.1, 0.0, 0.0], [-0.1, 0.0, 0.0], [0.0, 0.0, 0.0], [0.0, 0.0, 0.0], [0.0, 0.0, 0.0], [-0.1, 0.0, 0.0], [0.0, -0.1, 0.0], [-0.1, 0.0, 0.0], [0.0, 0.0, 0.0], [0.0, 0.0, 0.0], [0.0, 0.0, 0.0], [0.0, 0.0, 0.1], [0.0, 0.0, 0.0], [0.0, 0.0, 0.1], [0.0, 0.1, 0.0], [0.0, 0.0, 0.0], [-0.1, 0.0, 0.0], [0.0, 0.0, 0.1]],
  "energy_ev": -141168.6215,
  "charge": 1,
  "spin_multiplicity": 1
}



No. 4
{
  "formula": "C2H3Cl3N2",
  "method": "wB97M-V/def2-TZVPD",
  "symbols": ["C", "C", "H", "H", "H", "N", "N", "Cl", "Cl", "Cl"],
  "coordinates": [[-0.061060, -0.507369, 0.140314], [0.102114, 0.735358, -0.720028], [0.117244, -1.103200, 2.188074], [0.005694, 0.647788, 1.900981], [-0.448472, -1.748553, -1.383967], [0.069642, -0.312630, 1.494983], [-0.181328, -1.662889, -0.356110], [-0.908348, 2.140560, -0.066198], [1.782113, 1.335837, -0.831655], [-0.477598, 0.475098, -2.366394]],
  "forces_ev_per_angstrom": [[0.4, -0.8, 0.4], [-0.7, 1.8, -0.4], [-0.2, 1.2, -1.7], [0.2, -1.5, -0.8], [1.0, 0.6, 1.9], [0.2, 0.7, 1.5], [-1.0, -0.7, -1.2], [0.4, -0.7, 0.0], [-0.3, -0.5, 0.4], [0.0, -0.1, 0.0]],
  "energy_ev": -42669.7222,
  "de_lowest_kj_mol": 18.8,
  "smiles": "[H]/N=C(/N)C(Cl)(Cl)Cl",
  "spin_multiplicity": 1
}